1.
Density functional theory data (wB97M-V/def2-TZVPD) for a molecular structure, C43H58N3O2SSeY.

Its LUMO energy is 0.3 eV. As for the energy above the lowest of the compared OMol25 structures with the same formula, charge and spin: 2.622 eV. The calculation puts the molecular weight at 848.9 Da. The calculation puts the HOMO energy at -7.56 eV. The calculation puts the HOMO-LUMO gap at 7.87 eV.

Structure (XYZ):
```
109
C43H58N3O2SSeY, DFT wB97M-V/def2-TZVPD
Y -1.957 -0.228 -1.136
C 1.210 -4.839 4.347
C 1.931 -3.479 4.155
C 3.427 -3.891 4.087
C 1.762 -2.554 5.442
C 1.482 -2.801 2.858
C 0.210 -2.160 2.887
C -0.210 -1.497 1.778
Se -1.810 -0.421 1.951
C -0.801 1.247 1.752
C 0.176 1.508 2.715
C 1.054 2.577 2.562
C 0.915 3.321 1.391
C -0.001 3.040 0.364
C -0.951 2.017 0.609
O -1.865 1.766 -0.395
C 0.063 3.844 -0.955
C -1.291 4.615 -0.972
C 1.101 5.010 -0.816
C 0.321 2.984 -2.204
C 2.269 2.716 3.519
C 1.948 2.021 4.832
C 2.607 4.164 3.799
C 3.438 2.022 2.777
C 0.551 -1.460 0.552
O -0.074 -0.854 -0.524
C 1.795 -2.078 0.578
C 2.179 -2.779 1.693
C 2.920 -1.925 -0.533
C 3.450 -3.284 -0.991
C 2.500 -1.093 -1.736
C 4.052 -1.232 0.179
H 1.749 -5.255 5.201
H 0.197 -4.808 4.596
H 1.380 -5.519 3.475
H 3.533 -4.540 4.986
H 3.757 -4.450 3.186
H 4.044 -3.027 4.217
H 2.182 -2.976 6.379
H 2.196 -1.552 5.342
H 0.788 -2.313 5.707
H -0.487 -2.245 3.753
H 0.324 0.789 3.488
H 1.655 4.109 1.337
H -1.346 5.130 -0.067
H -1.489 5.234 -1.874
H -2.139 3.946 -0.907
H 0.993 5.565 0.137
H 2.111 4.539 -0.785
H 1.082 5.624 -1.697
H -0.613 2.513 -2.458
H 0.688 3.583 -3.072
H 1.073 2.180 -2.029
H 0.978 2.273 5.234
H 1.788 0.885 4.649
H 2.745 2.200 5.526
H 1.663 4.699 4.296
H 3.382 4.310 4.494
H 2.846 4.794 2.957
H 3.073 1.082 2.423
H 3.642 2.575 1.864
H 4.227 1.883 3.513
H 3.140 -3.267 1.743
H 2.697 -3.752 -1.546
H 4.421 -3.032 -1.557
H 3.703 -3.846 -0.102
H 1.798 -1.583 -2.382
H 1.982 -0.213 -1.341
H 3.410 -0.731 -2.316
H 4.406 -1.865 1.002
H 4.844 -1.069 -0.527
H 3.685 -0.213 0.592
N -2.591 -2.612 -1.941
C -1.367 -3.089 -2.487
C -0.752 -4.161 -1.799
C 0.380 -4.731 -2.349
C 1.027 -4.086 -3.407
C 0.406 -2.986 -3.977
C -0.805 -2.432 -3.519
C -1.549 -1.273 -4.230
C -1.606 -1.446 -5.643
C -2.255 -0.548 -6.459
C -2.839 0.516 -5.807
C -2.803 0.673 -4.407
C -2.211 -0.219 -3.571
H -3.176 -3.288 -1.447
H -3.057 -2.281 -2.784
H -1.258 -4.616 -1.018
H 0.844 -5.578 -1.866
H 2.088 -4.365 -3.638
H 0.932 -2.448 -4.788
H -1.144 -2.339 -6.065
H -2.309 -0.725 -7.526
H -3.433 1.254 -6.385
H -3.187 1.635 -3.994
C -7.506 2.384 -1.392
N -6.630 1.186 -1.628
C -5.318 1.166 -1.281
S -4.710 -0.304 -0.596
N -4.559 2.230 -1.443
C -4.809 3.303 -2.396
H -8.390 2.006 -0.965
H -7.665 3.044 -2.262
H -7.019 2.952 -0.623
H -7.117 0.276 -1.478
H -3.556 2.176 -1.059
H -5.412 3.013 -3.225
H -3.816 3.629 -2.674
H -5.340 4.153 -1.873
```

2.
Density functional theory data (wB97M-V/def2-TZVPD) for 14 unconnected molecules or ions with the total composition C56H101ClFIN3O17.

Its total charge is +1. Its LUMO energy is -4.1 eV. The calculation puts the molecular weight at 1269.8 Da. The calculation puts the HOMO energy at -10.43 eV. The calculation puts the HOMO-LUMO gap at 6.31 eV.

Structure (XYZ):
```
180
C56H101ClFIN3O17, DFT wB97M-V/def2-TZVPD
C 1.263 -3.675 2.447
C 2.573 -3.667 1.626
C 2.256 -3.903 0.149
C 3.449 -3.773 -0.800
C 4.202 -2.433 -0.678
C 4.222 -1.587 -1.995
C 3.372 -0.374 -1.833
C 2.015 -0.332 -2.140
I 0.995 -1.971 -2.876
C 1.348 0.885 -1.910
C -0.153 1.011 -2.152
O -0.614 1.261 -3.215
N -0.928 0.835 -0.946
C -1.160 2.002 -0.221
O -1.362 2.086 0.941
F -1.087 3.083 -1.009
N 1.893 1.975 -1.456
N 3.179 1.935 -1.148
C 3.679 3.204 -0.587
C 3.258 3.371 0.872
C 3.996 2.499 1.889
C 5.219 3.175 2.539
O 5.441 4.495 2.014
C 6.643 4.671 1.431
O 6.946 4.141 0.395
C 3.896 0.829 -1.312
Cl 5.544 0.877 -0.846
H 1.056 -4.668 2.844
H 1.319 -2.994 3.296
H 0.412 -3.372 1.834
H 3.055 -2.707 1.804
H 3.213 -4.459 2.011
H 1.436 -3.235 -0.136
H 1.864 -4.914 0.046
H 3.060 -3.830 -1.818
H 4.118 -4.617 -0.638
H 3.693 -1.837 0.084
H 5.217 -2.561 -0.311
H 5.247 -1.286 -2.195
H 3.868 -2.167 -2.845
H -0.504 0.134 -0.346
H 4.737 3.322 -0.786
H 3.170 3.971 -1.167
H 3.307 4.432 1.100
H 2.197 3.105 0.926
H 4.306 1.546 1.462
H 3.286 2.251 2.679
H 5.105 3.260 3.617
H 6.099 2.554 2.368
H 7.347 5.338 1.940
C 1.404 4.362 4.459
C 0.241 3.393 4.533
O 0.283 2.412 5.240
C -0.937 3.734 3.666
H 2.209 4.022 5.106
H 1.769 4.414 3.430
H 1.076 5.354 4.772
H -0.618 3.761 2.624
H -1.326 4.713 3.952
H -1.715 2.982 3.777
C -1.793 -6.990 -1.293
C -0.344 -7.298 -1.015
O 0.463 -6.410 -0.825
C 0.057 -8.749 -0.984
H -1.950 -5.914 -1.286
H -2.083 -7.380 -2.269
H -2.423 -7.449 -0.528
H -0.156 -9.215 -1.947
H -0.499 -9.278 -0.208
H 1.117 -8.837 -0.778
C 3.299 -12.512 0.830
C 2.926 -11.410 -0.129
O 1.772 -11.174 -0.402
C 4.057 -10.611 -0.735
H 2.394 -12.998 1.189
H 3.928 -13.249 0.328
H 3.842 -12.101 1.683
H 4.718 -11.268 -1.302
H 4.633 -10.122 0.052
H 3.650 -9.854 -1.403
C 5.918 3.417 -5.437
C 5.764 3.336 -3.943
O 4.676 3.173 -3.425
C 7.013 3.455 -3.110
H 4.946 3.313 -5.913
H 6.353 4.377 -5.715
H 6.577 2.620 -5.787
H 7.510 4.410 -3.284
H 7.703 2.648 -3.364
H 6.754 3.384 -2.055
C 7.351 -4.429 3.450
C 6.808 -3.415 2.476
O 5.619 -3.286 2.290
C 7.820 -2.567 1.741
H 6.527 -4.969 3.909
H 8.001 -5.136 2.932
H 7.929 -3.928 4.228
H 8.488 -3.202 1.157
H 8.416 -1.995 2.454
H 7.304 -1.879 1.074
C -1.303 -4.085 -4.496
C -2.523 -4.929 -4.811
O -2.719 -5.970 -4.229
C -3.454 -4.401 -5.869
H -0.719 -4.578 -3.717
H -0.687 -3.969 -5.391
H -1.619 -3.098 -4.149
H -2.930 -4.293 -6.817
H -3.846 -3.426 -5.575
H -4.282 -5.092 -6.002
C -3.144 -1.233 -8.648
C -4.352 -2.085 -8.957
O -4.554 -3.130 -8.381
C -5.296 -1.564 -10.010
H -2.547 -1.713 -7.875
H -2.535 -1.107 -9.544
H -3.465 -0.250 -8.297
H -4.773 -1.452 -10.961
H -5.691 -0.592 -9.708
H -6.119 -2.264 -10.137
C -3.369 7.881 4.837
C -1.966 7.844 4.295
O -1.343 6.808 4.199
C -1.365 9.162 3.876
H -3.681 6.874 5.103
H -3.409 8.511 5.726
H -4.054 8.282 4.089
H -1.332 9.844 4.727
H -1.970 9.615 3.089
H -0.355 9.003 3.505
C -1.851 -11.063 3.501
C -0.388 -11.290 3.205
O 0.054 -12.395 2.999
C 0.500 -10.067 3.183
H -2.375 -12.016 3.489
H -1.968 -10.602 4.483
H -2.287 -10.404 2.749
H 0.481 -9.577 4.157
H 0.159 -9.369 2.416
H 1.520 -10.372 2.958
C -9.072 8.068 5.381
C -7.570 7.979 5.411
O -6.862 8.951 5.265
C -6.966 6.611 5.631
H -9.375 9.097 5.214
H -9.472 7.452 4.578
H -9.479 7.722 6.333
H -7.270 5.932 4.833
H -7.292 6.202 6.589
H -5.883 6.700 5.635
C -11.654 9.530 0.988
C -11.584 8.481 2.071
O -10.983 8.675 3.102
C -12.301 7.180 1.805
H -11.102 10.413 1.302
H -11.220 9.144 0.064
H -12.693 9.805 0.800
H -11.893 6.703 0.913
H -13.365 7.364 1.648
H -12.176 6.514 2.656
C -8.391 0.581 -7.177
C -6.885 0.572 -7.098
O -6.207 1.323 -7.762
C -6.255 -0.426 -6.157
H -8.714 1.337 -7.888
H -8.754 -0.396 -7.502
H -8.816 0.804 -6.198
H -6.531 -1.439 -6.454
H -6.585 -0.249 -5.133
H -5.172 -0.321 -6.204
C 4.181 6.306 5.098
C 5.546 6.358 4.461
O 6.224 5.364 4.341
C 6.020 7.704 3.971
H 3.968 5.286 5.404
H 4.148 6.954 5.975
H 3.427 6.632 4.380
H 6.065 8.410 4.801
H 5.330 8.092 3.218
H 7.011 7.606 3.533
```

3.
Density functional theory data (wB97M-V/def2-TZVPD) for a molecular structure, C4H7LaO2.

Its total charge is +2. Its LUMO energy is -10.1 eV. As for the energy above the lowest of the compared OMol25 structures with the same formula, charge and spin: 2.075 eV. The calculation puts the molecular weight at 226.0 Da. The calculation puts the HOMO energy at -16.19 eV. The calculation puts the HOMO-LUMO gap at 6.12 eV.

Structure (XYZ):
```
14
C4H7LaO2, DFT wB97M-V/def2-TZVPD
H -1.807 3.127 1.399
O 0.060 2.787 0.654
C -1.046 2.342 1.221
H -0.816 1.642 2.053
C -1.950 1.126 0.010
C -1.605 -0.272 -0.206
C -0.583 -1.329 -0.035
H -2.886 1.178 0.579
H -2.119 1.669 -0.930
H -2.528 -0.813 0.052
H -0.987 -0.582 -1.339
H -0.971 -2.326 0.237
O 0.563 -1.043 0.476
La 1.644 0.920 0.169
```

4.
Density functional theory data (wB97M-V/def2-TZVPD) for a molecular structure, C25H19CrNO5S.

Its total charge is +1. Its LUMO energy (alpha / beta) is -3.5 / -6.2 eV. As for the expectation value of S²: 3.81. The calculation puts the molecular weight at 497.5 Da. The calculation puts the HOMO energy (alpha / beta) at -9.76 / -11.41 eV. Its spin multiplicity is 4. The calculation puts the HOMO-LUMO gap (alpha / beta) at 6.25 / 5.21 eV.

Structure (XYZ):
```
52
C25H19CrNO5S, DFT wB97M-V/def2-TZVPD
O 3.336 1.047 4.801
C 3.160 0.689 3.705
Cr 2.738 0.059 1.991
C 1.232 -0.744 2.757
O 0.331 -1.283 3.278
C 3.639 -1.566 2.300
O 4.152 -2.589 2.537
C 4.214 1.063 0.737
C 3.376 2.020 1.316
C 1.982 1.884 1.237
C 1.388 0.850 0.475
C -0.068 0.663 0.574
C -1.210 0.416 0.958
C -2.488 0.113 1.447
C -2.801 -1.311 1.580
C -1.886 -2.253 1.024
C -2.067 -3.630 1.158
C -3.190 -4.138 1.819
C -4.125 -3.246 2.361
C -3.927 -1.865 2.244
C -3.344 1.257 1.756
C -2.921 2.546 1.321
C -3.649 3.702 1.605
C -4.852 3.629 2.315
C -5.317 2.377 2.737
C -4.572 1.223 2.465
C 2.248 -0.134 -0.070
C 3.644 -0.024 0.054
H 5.298 1.128 0.868
H 3.794 2.840 1.897
H 1.322 2.567 1.785
H -1.003 -1.882 0.499
H -1.323 -4.311 0.751
H -3.334 -5.219 1.925
H -5.007 -3.635 2.891
H -4.634 -1.211 2.718
H -1.986 2.629 0.760
H -3.269 4.669 1.282
H -5.423 4.535 2.546
H -6.263 2.305 3.295
H -4.934 0.289 2.850
H 1.814 -1.018 -0.551
H 4.286 -0.806 -0.352
C -0.138 0.919 5.991
S -1.635 1.288 5.061
N -2.385 -0.033 4.627
O -2.510 1.982 6.004
O -1.101 2.089 3.952
H 0.318 1.890 6.215
H -0.324 0.356 6.910
H 0.522 0.360 5.323
H -1.676 -0.701 4.268
```